1.
DFT (the ωB97M-V functional and the def2-TZVPD basis) results for C5H6N2 as an isolated structure in a non-equilibrium geometry.

```
! wB97M-V def2-TZVPD RIJCOSX def2/J DEFGRID3
* xyz 0 1
C -3.557 0.040 -0.151
C -1.103 -1.297 0.395
C -0.283 -0.263 0.166
C -1.255 0.915 0.284
C 1.180 -0.242 -0.228
N -4.619 -0.151 -0.563
N -2.448 0.092 0.518
H -1.072 -2.315 0.567
H -0.910 1.557 1.180
H -1.411 1.640 -0.638
H 1.414 0.654 -0.839
H 1.666 -1.243 -0.449
H 1.846 -0.133 0.691
*
```

Results
Relative energy (zero: lowest compared OMol25 entry of this formula, charge and spin) = 4.678 eV
E_HOMO (spin up / spin down) = -9.1 / -9.1 eV
LUMO level (spin up / spin down) = -0.00672 / -0.00673 Ha
Gap between HOMO and LUMO (spin up / spin down) = 8.9 / 8.9 eV

2.
DFT (the ωB97M-V functional and the def2-TZVPD basis) results for a 16-piece molecular cluster, C26H72N2O28 overall in a non-equilibrium geometry.

```
! wB97M-V def2-TZVPD RIJCOSX def2/J DEFGRID3
* xyz 0 1
C 9.174 2.393 -32.677
O 8.057 3.186 -33.005
H 8.996 1.877 -31.733
H 9.312 1.661 -33.473
H 10.084 2.988 -32.762
H 7.365 3.091 -32.347
C 4.981 -3.854 -21.185
O 6.093 -2.997 -21.273
H 4.859 -4.121 -20.136
H 4.074 -3.286 -21.394
H 5.037 -4.682 -21.892
H 6.819 -3.511 -21.633
C 11.319 -3.706 -21.934
O 10.284 -4.311 -22.758
H 11.807 -4.501 -21.370
H 12.090 -3.164 -22.482
H 10.887 -2.945 -21.283
H 10.608 -4.901 -23.443
C 2.318 0.864 -24.594
O 3.487 1.255 -25.313
H 1.483 0.788 -25.290
H 2.507 -0.085 -24.091
H 1.970 1.648 -23.921
H 4.180 1.375 -24.659
C 13.972 -3.507 -26.763
O 14.639 -2.334 -26.403
H 13.425 -3.938 -25.924
H 13.194 -3.305 -27.499
H 14.682 -4.280 -27.058
H 13.969 -1.647 -26.405
C 7.990 2.675 -22.333
O 7.864 1.445 -23.014
H 9.013 3.001 -22.147
H 7.596 3.454 -22.985
H 7.422 2.712 -21.404
H 7.681 0.741 -22.387
C 12.823 -3.961 -34.141
O 12.108 -3.096 -33.262
H 13.065 -4.951 -33.755
H 12.185 -4.116 -35.011
H 13.768 -3.498 -34.426
H 11.416 -3.569 -32.794
C 2.526 3.428 -30.557
O 3.819 3.245 -30.058
H 1.764 3.200 -29.811
H 2.430 4.484 -30.808
H 2.334 2.808 -31.433
H 3.656 2.656 -29.318
C 12.572 2.298 -24.784
O 11.808 1.696 -25.822
H 12.501 1.788 -23.824
H 13.634 2.401 -25.004
H 12.248 3.320 -24.589
H 10.911 1.779 -25.489
C 1.780 -11.004 -29.280
N 2.140 -9.514 -29.455
O 2.315 -9.126 -30.640
O 2.213 -8.864 -28.484
H 1.343 -11.274 -30.242
H 1.108 -11.177 -28.440
H 2.717 -11.540 -29.126
C 7.287 -15.189 -27.314
N 8.468 -15.755 -26.615
O 8.424 -15.843 -25.416
O 9.401 -16.028 -27.357
H 6.498 -15.118 -26.565
H 6.972 -15.957 -28.020
H 7.494 -14.199 -27.721
C 12.563 -10.713 -26.912
O 11.331 -10.947 -26.219
C 10.458 -10.017 -25.673
O 10.721 -8.823 -25.563
O 9.344 -10.622 -25.240
C 8.294 -9.896 -24.641
H 13.323 -10.413 -26.191
H 12.460 -9.883 -27.612
H 12.947 -11.537 -27.512
H 8.303 -9.796 -23.555
H 7.322 -10.330 -24.875
H 8.289 -8.897 -25.075
C 3.768 -12.619 -35.859
O 3.067 -13.576 -35.039
C 3.714 -14.285 -34.032
O 4.866 -14.028 -33.639
O 2.868 -15.159 -33.385
C 1.692 -15.741 -33.964
H 4.305 -11.886 -35.257
H 3.095 -11.966 -36.416
H 4.561 -13.081 -36.448
H 1.932 -16.133 -34.952
H 0.959 -14.946 -34.097
H 1.114 -16.494 -33.427
C 7.452 -3.618 -27.927
O 7.268 -5.053 -28.118
C 7.697 -5.576 -29.261
O 8.350 -5.028 -30.158
O 7.324 -6.870 -29.205
C 7.426 -7.681 -30.293
H 6.981 -2.948 -28.646
H 8.502 -3.344 -27.831
H 6.946 -3.513 -26.967
H 6.830 -8.592 -30.237
H 8.418 -7.996 -30.619
H 6.898 -7.180 -31.105
C 6.639 -6.282 -37.413
O 6.473 -5.923 -38.794
C 5.462 -6.333 -39.597
O 4.600 -7.098 -39.237
O 5.575 -5.813 -40.819
C 4.553 -6.101 -41.828
H 5.678 -6.555 -36.978
H 6.970 -5.436 -36.810
H 7.366 -7.075 -37.240
H 4.219 -7.130 -41.960
H 5.056 -5.788 -42.743
H 3.647 -5.514 -41.679
C 4.661 -1.670 -33.431
O 3.490 -2.400 -33.648
C 2.607 -2.743 -32.645
O 1.551 -3.306 -32.848
O 3.116 -2.380 -31.465
C 2.368 -2.677 -30.303
H 5.265 -2.222 -32.711
H 4.443 -0.681 -33.029
H 5.185 -1.444 -34.360
H 2.407 -3.758 -30.169
H 1.312 -2.439 -30.434
H 2.730 -2.199 -29.393
*
```

Results
Relative energy (zero: lowest compared OMol25 entry of this formula, charge and spin) = 3.529 eV
E_HOMO = -9.9 eV
LUMO level = -0.00274 Ha
Gap between HOMO and LUMO = 9.8 eV

3.
DFT (the ωB97M-V functional and the def2-TZVPD basis) results for a single C2H3Cl2N molecule in a non-equilibrium geometry.

```
! wB97M-V def2-TZVPD RIJCOSX def2/J DEFGRID3
* xyz 0 1
C 0.518 -0.087 -0.319
C -0.774 -0.181 0.441
N 1.527 0.329 0.253
Cl -1.530 1.412 -0.121
Cl -1.781 -1.546 -0.151
H 0.353 -0.109 -1.355
H -0.634 -0.279 1.578
H 2.321 0.462 -0.326
*
```

Results
Relative energy (zero: lowest compared OMol25 entry of this formula, charge and spin) = 0.246 eV
E_HOMO = -10.6 eV
LUMO level = 0.02347 Ha
Gap between HOMO and LUMO = 11.2 eV
Structure (SMILES) = [H]/N=C/C(Cl)Cl

4.
DFT (the ωB97M-V functional and the def2-TZVPD basis) results for C27H9F4GaN7O5 as an isolated structure in a non-equilibrium geometry.

```
! wB97M-V def2-TZVPD RIJCOSX def2/J DEFGRID3
* xyz 1 1
Ga 1.677 -1.609 -0.603
O 4.040 -6.384 2.070
C 3.555 -5.430 1.549
C 3.905 -3.950 1.831
O 4.694 -3.521 2.627
C 3.054 -3.204 0.896
C 2.279 -4.017 0.123
O 1.468 -3.471 -0.775
C 2.464 -5.440 0.452
O 1.895 -6.390 -0.007
O 2.965 -1.885 0.721
N 1.903 1.082 -2.462
C 1.828 1.351 -1.127
C 1.806 2.755 -0.780
C 1.941 3.110 0.501
C 2.155 2.126 1.581
C 1.639 0.736 1.159
N 1.839 0.381 -0.256
C 1.797 -0.093 -3.196
C 1.857 0.029 -4.584
C 1.740 -1.097 -5.362
C 1.560 -2.334 -4.752
C 1.521 -2.388 -3.384
N 1.644 -1.282 -2.600
H 2.010 1.904 -3.036
H 1.729 3.504 -1.555
H 2.156 4.144 0.737
H 2.890 2.318 2.352
H 1.926 -0.104 1.786
H 1.993 1.005 -5.030
H 1.789 -1.014 -6.440
H 1.460 -3.245 -5.322
H 1.398 -3.313 -2.839
F -1.647 3.557 1.152
C -2.592 2.695 1.497
C -3.826 3.155 1.762
F -4.046 4.452 1.712
C -4.952 2.278 2.064
C -4.648 0.854 1.975
C -3.420 0.406 1.676
F -3.193 -0.903 1.622
C -2.287 1.284 1.458
C -1.040 0.772 1.228
C -0.840 -0.537 0.686
N -0.405 -1.439 0.116
C 0.292 1.340 1.484
N 0.674 2.490 1.907
F -5.610 -0.011 2.218
C -6.181 2.749 2.397
C -6.501 4.146 2.491
N -6.824 5.242 2.592
C -7.302 1.905 2.705
N -8.231 1.292 2.983
*
```

Results
E_HOMO (spin up / spin down) = -10.7 / -10.7 eV
LUMO level (spin up / spin down) = -0.23529 / -0.23526 Ha
Gap between HOMO and LUMO (spin up / spin down) = 4.3 / 4.3 eV

5.
DFT (the ωB97M-V functional and the def2-TZVPD basis) results for a 3-piece molecular cluster, C3H11NO2 overall in a non-equilibrium geometry.

```
! wB97M-V def2-TZVPD RIJCOSX def2/J DEFGRID3
* xyz 0 1
C -2.201 -1.430 0.490
C -1.414 -0.447 -0.360
C -1.002 0.808 -0.080
N -0.193 1.540 -0.924
H -1.761 -1.415 1.421
H -2.013 -2.495 0.003
H -3.319 -1.149 0.410
H -1.474 -0.616 -1.459
H -1.038 1.198 1.042
H -0.007 2.509 -0.569
H -0.715 1.545 -1.834
H 3.070 0.109 0.854
H 3.637 1.083 1.884
O 3.278 1.028 1.018
H 1.505 -1.326 -0.221
H 1.696 -0.011 -0.741
O 1.951 -0.933 -0.936
*
```

Results
Relative energy (zero: lowest compared OMol25 entry of this formula, charge and spin) = 1.491 eV
E_HOMO = -8.3 eV
LUMO level = 0.03104 Ha
Gap between HOMO and LUMO = 9.2 eV
Structure (SMILES) = C/C=C/N.O.O

6.
DFT (the ωB97M-V functional and the def2-TZVPD basis) results for a 2-piece molecular cluster, C4H10NO2 overall.

```
! wB97M-V def2-TZVPD RIJCOSX def2/J DEFGRID3
* xyz 1 1
O -0.813 1.078 0.805
C -0.208 0.813 1.830
O 1.120 0.521 1.796
C -0.770 0.687 3.202
H 1.473 0.979 1.019
H -0.098 0.063 3.787
H -1.758 0.230 3.148
H -0.853 1.657 3.689
C 0.645 -0.357 -2.369
C 0.212 -0.931 -3.476
N 0.041 -0.658 -1.061
H 1.379 0.435 -2.337
H 0.687 -0.723 -4.423
H -0.727 -1.474 -3.486
H -0.389 0.155 -0.485
H -0.678 -1.381 -1.185
H 0.737 -1.093 -0.455
*
```

Results
Relative energy (zero: lowest compared OMol25 entry of this formula, charge and spin) = 1.230 eV
E_HOMO = -15.1 eV
LUMO level = -0.12228 Ha
Gap between HOMO and LUMO = 11.8 eV

7.
DFT (the ωB97M-V functional and the def2-TZVPD basis) results for a 3-piece molecular cluster, C5H16O2 overall.

```
! wB97M-V def2-TZVPD RIJCOSX def2/J DEFGRID3
* xyz 0 1
C -2.773 -1.031 0.365
C -1.966 0.227 -0.037
C -0.672 0.423 0.759
C 0.035 1.700 0.274
C 0.210 -0.812 0.691
H -2.409 -1.928 -0.136
H -2.738 -1.194 1.444
H -3.826 -0.890 0.128
H -1.760 0.149 -1.099
H -2.585 1.112 0.140
H -0.967 0.609 1.792
H 0.721 2.085 1.025
H -0.707 2.414 -0.070
H 0.668 1.517 -0.589
H -0.344 -1.707 0.975
H 1.108 -0.813 1.326
H 0.592 -0.918 -0.328
H 2.732 -0.267 -1.899
H 1.820 -0.264 -3.076
O 1.907 0.142 -2.206
H 3.986 0.455 -0.129
H 3.193 -0.527 0.712
O 3.776 -0.483 -0.060
*
```

Results
Relative energy (zero: lowest compared OMol25 entry of this formula, charge and spin) = 0.196 eV
E_HOMO = -10.8 eV
LUMO level = 0.02495 Ha
Gap between HOMO and LUMO = 11.5 eV
Structure (SMILES) = CCC(C)C.O.O

8.
DFT (the ωB97M-V functional and the def2-TZVPD basis) results for C33H41NO10P4S3W as an isolated structure.

```
! wB97M-V def2-TZVPD RIJCOSX def2/J DEFGRID3
* xyz 0 3
W 1.068 0.142 -0.160
S 0.820 -0.425 -2.603
P -1.096 0.066 -2.146
C -1.105 0.013 -0.450
P -1.467 -1.290 0.564
S 0.348 -2.084 0.987
C -2.196 -0.749 2.136
C -2.396 -1.664 3.168
C -2.871 -1.231 4.396
C -3.146 0.118 4.599
C -2.949 1.028 3.572
C -2.471 0.596 2.340
C -2.644 -2.528 -0.036
C -2.195 -3.600 -0.799
C -3.105 -4.509 -1.318
C -4.462 -4.354 -1.071
C -4.913 -3.287 -0.307
C -4.007 -2.374 0.208
C -1.497 1.715 -2.764
C -1.349 1.998 -4.119
C -1.655 3.261 -4.597
C -2.108 4.242 -3.723
C -2.254 3.961 -2.374
C -1.946 2.696 -1.892
C -2.264 -0.990 -3.046
C -1.813 -1.986 -3.903
C -2.723 -2.750 -4.622
C -4.083 -2.529 -4.474
C -4.537 -1.538 -3.612
C -3.631 -0.763 -2.907
H -2.173 -2.714 3.012
H -3.033 -1.945 5.195
H -3.520 0.454 5.558
H -3.161 2.078 3.730
H -2.283 1.291 1.530
H -1.133 -3.712 -0.987
H -2.752 -5.339 -1.917
H -5.170 -5.066 -1.477
H -5.971 -3.165 -0.114
H -4.361 -1.542 0.805
H -0.983 1.235 -4.797
H -1.531 3.486 -5.649
H -2.335 5.233 -4.097
H -2.586 4.732 -1.691
H -2.015 2.464 -0.837
H -0.749 -2.164 -4.003
H -2.366 -3.521 -5.294
H -4.794 -3.126 -5.032
H -5.600 -1.365 -3.495
H -3.987 0.023 -2.250
N 1.234 -0.226 4.117
C 2.126 0.986 3.887
C 2.360 1.739 5.186
P 1.248 1.987 2.619
O 0.039 2.536 3.539
O 2.073 3.040 2.021
O 0.635 0.880 1.757
P 3.673 0.262 3.143
O 4.266 -0.496 4.463
O 4.582 1.326 2.672
O 3.139 -0.799 2.238
H 0.341 0.037 4.539
H 1.711 -0.908 4.708
H 1.053 -0.659 3.191
H 1.425 2.101 5.614
H 2.989 2.602 4.967
H 2.880 1.114 5.913
H -0.405 3.293 3.135
H 5.068 -0.054 4.771
C 3.708 1.973 -2.374
C 3.194 2.420 -1.013
C 4.081 3.486 -0.400
O 3.163 1.243 -0.165
C 1.745 2.911 -1.168
O 1.498 3.979 -1.679
O 0.846 2.077 -0.723
H 4.755 1.670 -2.291
H 3.631 2.803 -3.076
H 3.112 1.143 -2.755
H 5.104 3.111 -0.321
H 3.719 3.764 0.587
H 4.069 4.362 -1.047
H 3.474 1.486 0.731
C 4.050 -3.067 0.568
S 4.052 -1.446 -0.191
C 4.825 -1.902 -1.747
O 2.599 -1.289 -0.660
H 3.529 -3.767 -0.082
H 3.548 -2.950 1.525
H 5.088 -3.366 0.717
H 5.852 -2.213 -1.557
H 4.821 -1.010 -2.372
H 4.251 -2.696 -2.221
*
```

Results
Relative energy (zero: lowest compared OMol25 entry of this formula, charge and spin) = 1.323 eV
E_HOMO (spin up / spin down) = -6.8 / -7.4 eV
<S²> = 2.012
LUMO level (spin up / spin down) = 0.01017 / 0.01014 Ha
Gap between HOMO and LUMO (spin up / spin down) = 7.1 / 7.7 eV

9.
DFT (the ωB97M-V functional and the def2-TZVPD basis) results for C2H2O2Pb as an isolated structure in a non-equilibrium geometry.

```
! wB97M-V def2-TZVPD RIJCOSX def2/J DEFGRID3
* xyz 1 2
O 1.057 -1.569 -0.532
C 0.144 -0.763 -0.683
C 0.069 0.276 0.310
O -1.015 0.939 0.403
H 0.996 0.735 0.705
Pb -2.734 1.421 -0.647
H 1.482 -1.039 0.444
*
```

Results
Relative energy (zero: lowest compared OMol25 entry of this formula, charge and spin) = 4.202 eV
E_HOMO (spin up / spin down) = -12.1 / -12.4 eV
<S²> = 0.763
LUMO level (spin up / spin down) = -0.23931 / -0.24089 Ha
Gap between HOMO and LUMO (spin up / spin down) = 5.5 / 5.8 eV

10.
DFT (the ωB97M-V functional and the def2-TZVPD basis) results for CH4I3NSi as an isolated structure in a non-equilibrium geometry.

```
! wB97M-V def2-TZVPD RIJCOSX def2/J DEFGRID3
* xyz 0 1
C -1.175 -1.798 -0.504
N -0.952 -1.988 -1.939
Si 2.931 -1.410 -3.100
I 2.758 -0.803 -5.489
I 2.210 -3.697 -3.136
I 0.240 -0.662 -2.813
H -0.310 -1.495 0.003
H -1.908 -0.914 -0.319
H -1.474 -2.772 -0.168
H -0.586 -2.889 -1.981
*
```

Results
Relative energy (zero: lowest compared OMol25 entry of this formula, charge and spin) = 3.176 eV
E_HOMO = -8.3 eV
LUMO level = -0.02313 Ha
Gap between HOMO and LUMO = 7.6 eV

11.
DFT (the ωB97M-V functional and the def2-TZVPD basis) results for a single C3H8F4N3P3 molecule in a non-equilibrium geometry.

```
! wB97M-V def2-TZVPD RIJCOSX def2/J DEFGRID3
* xyz 0 1
C 2.633 0.394 1.965
C -2.264 2.611 -2.327
C 1.448 -0.491 2.136
N -1.495 1.888 -1.389
N -0.117 -2.357 0.699
N 0.061 0.103 -0.310
F -1.432 -4.363 0.759
F 2.037 -1.597 -0.326
F -0.896 -0.450 -2.643
F -2.324 -0.751 -0.833
P -0.898 -3.254 -0.272
P 0.765 -1.011 0.507
P -1.137 0.404 -1.243
H 3.520 0.009 1.609
H 2.319 1.053 1.258
H 2.823 0.846 2.859
H -2.643 3.502 -1.833
H -3.036 1.872 -2.810
H -1.657 2.866 -3.212
H 0.504 0.056 2.581
H 1.791 -1.330 2.826
*
```

Results
Relative energy (zero: lowest compared OMol25 entry of this formula, charge and spin) = 0.357 eV
E_HOMO = -8.9 eV
LUMO level = -0.04773 Ha
Gap between HOMO and LUMO = 7.6 eV
Structure (SMILES) = CC[P@](F)(=NP(F)(F)=NC)/N=P/F

12.
DFT (the ωB97M-V functional and the def2-TZVPD basis) results for a single C4H5NO2 molecule.

```
! wB97M-V def2-TZVPD RIJCOSX def2/J DEFGRID3
* xyz 0 1
C 0.147 -1.206 -1.238
C 0.117 -0.093 -0.234
C 0.831 0.029 0.948
O 0.268 0.896 1.745
C -0.983 1.372 1.101
O -1.663 2.161 1.690
N -1.080 0.761 -0.106
H -0.532 -2.007 -0.932
H -0.177 -0.847 -2.218
H 1.157 -1.616 -1.330
H 1.744 -0.453 1.276
H 0.170 1.004 -0.703
*
```

Results
Relative energy (zero: lowest compared OMol25 entry of this formula, charge and spin) = 3.064 eV
E_HOMO = -8.8 eV
LUMO level = -0.00933 Ha
Gap between HOMO and LUMO = 8.6 eV